Here is 4 unconnected molecules or ions with the total composition C21H30F10IO11P at a distorted geometry from OMol25. Energies are from ωB97M-V/def2-TZVPD.

```
! wB97M-V def2-TZVPD RIJCOSX def2/J DEFGRID3
* xyz 0 1
C -2.62 -2.53 1.38
C -1.96 -1.58 0.37
C -0.56 -1.15 0.77
F 0.29 -1.16 -0.33
C -0.44 0.19 1.50
O 0.71 0.94 1.07
C 0.64 2.04 1.87
O 1.57 2.53 2.42
O -0.65 2.42 1.94
C -1.52 1.29 1.45
C -2.64 1.15 2.50
C -4.08 0.95 1.97
C -4.90 0.02 2.88
I -6.74 0.90 3.50
P -2.05 1.92 -0.26
O -0.71 2.69 -0.75
O -2.99 3.17 0.21
H -3.09 -2.01 2.22
H -3.35 -3.16 0.87
H -1.87 -3.22 1.79
H -1.84 -2.15 -0.55
H -2.61 -0.74 0.13
H -0.17 -1.91 1.45
H -0.25 0.03 2.57
H -2.36 0.35 3.18
H -2.62 2.09 3.06
H -4.10 0.58 0.95
H -4.58 1.92 1.95
H -5.12 -0.91 2.37
H -4.35 -0.24 3.78
H -0.68 3.59 -0.40
H -2.72 3.55 1.06
C 3.59 0.37 2.20
C 4.98 0.09 2.70
O 5.02 -1.15 3.45
C 4.93 -2.24 2.72
O 4.79 -2.31 1.54
C 5.02 -3.49 3.63
F 4.25 -3.35 4.71
F 6.29 -3.66 4.04
F 4.64 -4.57 2.97
H 2.87 0.36 3.01
H 3.55 1.34 1.70
H 3.30 -0.40 1.48
H 5.32 0.85 3.40
H 5.69 0.05 1.88
C 3.18 -4.92 -0.48
C 2.64 -3.53 -0.75
O 1.37 -3.58 -1.44
C 0.31 -3.82 -0.68
O 0.29 -3.99 0.50
C -0.96 -3.81 -1.55
F -0.80 -4.53 -2.67
F -1.26 -2.55 -1.91
F -1.99 -4.31 -0.88
H 3.26 -5.48 -1.41
H 4.17 -4.84 -0.03
H 2.53 -5.47 0.19
H 3.30 -2.98 -1.42
H 2.53 -2.96 0.16
C 0.58 4.39 -6.60
C -0.25 5.49 -5.96
O -1.53 5.01 -5.52
C -1.53 4.35 -4.37
O -0.60 4.13 -3.66
C -2.98 3.93 -4.03
F -3.59 3.40 -5.09
F -3.68 5.01 -3.65
F -3.00 3.05 -3.04
H 0.02 3.93 -7.41
H 1.51 4.80 -6.99
H 0.82 3.62 -5.87
H -0.47 6.27 -6.69
H 0.28 5.96 -5.13
*
```

Molecular weight ... 806.3 g mol⁻¹
E_HOMO ... -9.2 eV
E_LUMO ... 0.015 Eh
DFT total energy ... -3283.606618 hartree
Max |F| ... 2.42 eV/A